Entry 1:
Computed, not measured: a structure of composition C33H37N6RuS in a non-equilibrium geometry, with ωB97M-V/def2-TZVPD.

Energy: -2100.73309 a.u.
Relative energy (zero: lowest compared OMol25 entry of this formula, charge and spin): 95.39 kJ/mol
Gap between HOMO and LUMO (alpha / beta): 0.2713 / 0.2286 Eh
Expectation value of S²: 8.7680
Lowest unoccupied orbital energy (alpha / beta): -4.9 / -6.9 eV

The geometry in ORCA input format:
```
! wB97M-V def2-TZVPD RIJCOSX def2/J DEFGRID3
* xyz 2 6
Ru -0.18929 -18.55644 10.89793
S 2.14252 -17.67295 10.33111
N -0.73398 -19.37975 8.81071
N 0.64468 -20.69474 11.00454
N -2.11635 -20.11744 11.18995
N 3.19390 -15.73127 11.77721
N 1.36760 -15.10678 10.45678
N -0.49663 -19.24877 13.21486
C -2.86901 -19.91188 9.95366
C 2.21107 -15.99308 10.90057
C -1.41836 -16.87725 11.33348
C 1.67535 -23.19673 10.79528
C 0.30394 -23.02095 11.10151
C -0.00557 -19.23272 7.68167
C -1.67636 -20.44201 6.40393
C 0.38256 -19.29612 14.22269
C -2.75397 -19.65537 12.40141
C -1.98120 -16.07820 10.24610
C -2.44804 -20.52236 7.54949
C -0.41480 -19.79679 6.47274
C -2.54453 -15.73090 7.92559
C 4.64134 -14.52355 13.38975
C 1.61502 -13.65801 10.24124
C -1.76028 -19.65352 13.52065
C -0.19075 -21.72772 11.12528
C -2.12394 -15.17382 12.88870
C 0.56903 -13.20383 9.25062
C -1.67774 -21.52427 11.34430
C -3.09760 -14.00662 9.50139
C -2.55456 -14.81784 10.57027
C -1.96503 -19.95369 8.73410
C -2.15689 -20.01347 14.77554
C -2.64500 -14.37539 11.92958
C 2.51073 -22.14255 10.64903
C -1.52408 -16.43559 12.61140
C -3.17755 -14.48209 8.18936
C 0.06181 -19.79735 15.50281
C -1.23421 -20.04428 15.81374
C 1.92985 -20.88422 10.70046
C -1.92861 -16.49885 8.88815
C 3.51465 -14.47996 12.38935
H 2.05638 -24.25780 10.60447
H 0.13737 -19.61167 5.57600
H -0.37605 -23.84502 11.15673
H -2.26487 -14.95575 13.94710
H -3.45643 -20.95832 7.47906
H -3.65401 -13.90515 7.47453
H 2.63238 -13.67802 9.88991
H -3.12490 -13.39032 12.13292
H -2.21809 -22.18008 10.66311
H -3.56898 -20.71181 9.90392
H 1.43358 -13.17877 11.19615
H 0.62759 -13.70536 8.31817
H -1.24355 -17.04216 13.43632
H 3.67546 -13.76208 11.61973
H -1.48980 -17.46734 8.60077
H -1.50745 -20.33467 16.83466
H -3.35181 -18.94050 9.95642
H -0.39975 -13.31080 9.65461
H -3.18192 -20.19870 14.93917
H 4.80105 -15.54438 13.83019
H -3.16612 -18.69208 12.22173
H 1.36011 -18.90772 14.00435
H 0.66970 -12.12633 9.04933
H -2.52272 -16.09434 6.88709
H -3.52417 -13.05095 9.75770
H 4.38097 -14.02963 14.31267
H 2.62978 -14.11629 12.87662
H -1.88587 -21.80576 12.41713
H 3.64466 -16.60116 12.03930
H 3.51095 -22.33771 10.20377
H -2.15982 -20.75869 5.51417
H -3.55523 -20.30761 12.66435
H 0.94899 -18.74715 7.75242
H 0.72183 -15.53658 9.76409
H 5.61415 -14.15974 13.07228
H 2.51371 -20.00430 10.40169
H 0.80680 -19.65999 16.29790
*
```

Entry 2:
Computed, not measured: a cluster of 2 separate species, C2H4O3S in total in a non-equilibrium geometry, with ωB97M-V/def2-TZVPD.

Energy: -702.22335 a.u.
Relative energy (zero: lowest compared OMol25 entry of this formula, charge and spin): 515.64 kJ/mol
Gap between HOMO and LUMO (alpha / beta): 0.1594 / 0.2430 Eh
Expectation value of S²: 2.0042
Lowest unoccupied orbital energy (alpha / beta): 0.5 / -4.1 eV

The geometry in ORCA input format:
```
! wB97M-V def2-TZVPD RIJCOSX def2/J DEFGRID3
* xyz 0 3
S 1.57945 -1.47581 -1.51854
O -0.88549 0.79620 1.16940
O -3.21283 0.00362 1.33648
O 0.02165 -1.38407 1.26887
C -2.02508 -0.02566 0.60609
C -0.74018 -0.50152 1.09459
H -3.15027 -0.56869 2.07332
H 1.28948 -1.93428 -0.29629
H 0.95677 -2.36678 -2.23494
H -2.39238 0.09333 -0.44765
*
```

Entry 3:
Computed, not measured: the molecule C4H11NO in a non-equilibrium geometry, with ωB97M-V/def2-TZVPD.

Energy: -288.95352 a.u.
Relative energy (zero: lowest compared OMol25 entry of this formula, charge and spin): 166.70 kJ/mol
Gap between HOMO and LUMO: 0.3612 Eh
Lowest unoccupied orbital energy: 0.9 eV
SMILES string: C[C@H](O)CCN

The geometry in ORCA input format:
```
! wB97M-V def2-TZVPD RIJCOSX def2/J DEFGRID3
* xyz 0 1
O 0.23846 0.50562 -1.75693
N -0.40869 -2.15844 -0.15694
C 1.43919 1.66845 0.21967
C -1.35172 -1.15125 0.24987
C -0.68691 0.20545 0.64970
C 0.54781 0.51752 -0.37706
H -0.23481 -0.00222 1.58666
H -0.67329 0.78992 -1.76361
H -1.24341 1.17390 0.60229
H 0.48673 -2.05635 0.25326
H -1.90218 -1.57420 1.07156
H 2.02968 1.21126 1.05267
H 2.12763 2.09822 -0.46799
H -0.29762 -2.35646 -1.12863
H -2.10375 -1.01751 -0.54299
H 1.20773 -0.31850 -0.10869
H 0.82515 2.46458 0.61716
*
```

Entry 4:
Computed, not measured: a structure of composition C21H43GaN2P3S in a non-equilibrium geometry, with ωB97M-V/def2-TZVPD.

Energy: -4281.56779 a.u.
Relative energy (zero: lowest compared OMol25 entry of this formula, charge and spin): 58.25 kJ/mol
Gap between HOMO and LUMO: 0.1494 Eh
Lowest unoccupied orbital energy: -10.8 eV

The geometry in ORCA input format:
```
! wB97M-V def2-TZVPD RIJCOSX def2/J DEFGRID3
* xyz 3 1
Ga 0.05855 0.60905 0.66072
S -0.08915 -1.20617 -4.48542
P -1.91541 1.91201 1.15824
P 0.70598 1.24189 -1.53654
P 2.09315 1.27461 1.94230
N -0.86125 -1.39587 5.53418
N -0.53478 -0.69385 3.47487
C -0.66414 -2.06983 3.46049
C -0.87102 -2.52537 4.73655
C 2.50446 0.61448 3.59469
C -0.99293 -4.96995 -6.92501
C -0.52938 1.05610 5.30681
C -1.54888 -2.69660 -6.26584
C 3.63703 0.92382 1.02514
C -0.64508 -0.31035 4.74493
C -0.08872 -2.23897 0.00112
C 0.19353 -4.86704 -6.18456
C -0.41546 -2.63339 -5.43909
C -1.72967 3.59053 0.48053
C 1.94176 0.05422 -2.18067
C -3.31927 1.09358 0.33516
C 0.49075 -3.70479 -5.46728
C -2.49838 2.17132 2.87526
C -0.83256 1.25629 -2.50420
C 2.07696 3.08567 2.16156
C -1.84313 -3.85826 -6.98597
C 1.44291 2.91324 -1.62481
C 1.15386 -2.39088 0.48702
H 2.23266 0.27267 -3.21695
H 1.53490 -0.96701 -2.15290
H -0.81166 4.04469 0.88233
H -1.02257 -2.26293 0.61378
H -1.28467 0.25680 -2.41787
H 2.26577 -0.46694 3.62175
H 1.92387 1.13610 4.37489
H 2.05842 -2.24566 -0.11890
H -2.64475 1.18770 3.36213
H -3.45692 2.73099 2.91987
H 4.48986 1.28670 1.62082
H 0.77834 3.64355 -1.13242
H -2.18467 -1.81372 -6.33265
H 2.84269 0.08723 -1.54971
H 3.01766 3.40525 2.62726
H -2.57445 4.23179 0.77374
H -1.22208 -5.88660 -7.47911
H 1.37439 -2.60167 1.53913
H -0.64537 1.47673 -3.56422
H -2.73145 -3.90492 -7.61622
H 1.41602 -3.58950 -4.92248
H -3.08296 0.86296 -0.70689
H -4.22585 1.72066 0.36335
H 2.42746 2.92372 -1.12438
H -0.57106 -2.65514 2.54511
H 1.58381 3.22295 -2.67338
H 3.75165 -0.16170 0.89261
H -0.08344 1.72143 4.54302
H 3.66661 1.39625 0.03572
H -1.73554 2.73254 3.44368
H 1.24869 3.37159 2.82118
H 0.13936 1.00316 6.18626
H 1.95368 3.61287 1.20780
H -1.65686 3.58089 -0.61334
H -3.53802 0.14795 0.85099
H -1.53923 1.42163 5.59000
H -0.99569 -1.36405 6.54092
H -1.56673 1.97660 -2.11172
H -1.20065 -1.23714 -3.61645
H -0.32572 -2.06604 -1.06212
H -1.00817 -3.53321 5.07232
H 3.58890 0.75861 3.78807
H 0.89402 -5.69327 -6.18519
*
```

Entry 5:
Computed, not measured: a cluster of 2 separate species, C3H3BrO2S in total in a non-equilibrium geometry, with ωB97M-V/def2-TZVPD.

Energy: -3238.52273 a.u.
Relative energy (zero: lowest compared OMol25 entry of this formula, charge and spin): 205.91 kJ/mol
Gap between HOMO and LUMO (alpha / beta): 0.2757 / 0.2795 Eh
Expectation value of S²: 2.0082
Lowest unoccupied orbital energy (alpha / beta): 0.3 / -2.8 eV

The geometry in ORCA input format:
```
! wB97M-V def2-TZVPD RIJCOSX def2/J DEFGRID3
* xyz 0 3
Br 2.87577 -0.00517 0.00190
S -1.36073 0.04450 0.01026
O -1.68701 0.68959 1.24664
O -1.72795 0.66079 -1.22909
C -0.10056 -1.00075 0.00553
C 0.72582 2.07745 -0.01940
C 1.50019 1.15979 -0.01048
H 0.06069 -1.51710 0.93156
H -0.03176 2.80370 -0.02668
H 0.01433 -1.56069 -0.90429
*
```

Entry 6:
Computed, not measured: a cluster of 2 separate species, C4H6N2O in total, with ωB97M-V/def2-TZVPD.

Energy: -340.54596 a.u.
Relative energy (zero: lowest compared OMol25 entry of this formula, charge and spin): 653.62 kJ/mol
Gap between HOMO and LUMO (alpha / beta): 0.2723 / 0.2722 Eh
Lowest unoccupied orbital energy (alpha / beta): -1.6 / -1.6 eV

The geometry in ORCA input format:
```
! wB97M-V def2-TZVPD RIJCOSX def2/J DEFGRID3
* xyz 0 1
O -1.15333 -1.14395 0.88009
N 1.67797 0.65827 0.95212
N 0.23980 -0.06884 -0.62140
C 1.50604 0.41530 -0.49537
C -0.10982 -0.43472 0.59105
C 0.87387 -0.04906 1.72362
C -2.03789 -1.45897 -0.21279
H 1.49226 3.18413 -1.34050
H -2.81466 -2.08910 0.21678
H -2.45698 -0.53782 -0.62192
H -1.48144 -1.98156 -0.99290
H 1.71099 2.46935 -1.37100
H 2.55320 1.03696 1.29221
*
```

Entry 7:
Computed, not measured: a structure of composition C3H11NO3 in a non-equilibrium geometry, with ωB97M-V/def2-TZVPD.

Energy: -401.28953 a.u.
Relative energy (zero: lowest compared OMol25 entry of this formula, charge and spin): 324.32 kJ/mol
Gap between HOMO and LUMO: 0.3286 Eh
Lowest unoccupied orbital energy: 0.8 eV

The geometry in ORCA input format:
```
! wB97M-V def2-TZVPD RIJCOSX def2/J DEFGRID3
* xyz 0 1
O -0.49610 1.49716 -1.08865
O -2.50299 0.49952 -0.62564
O -1.60196 1.88724 0.86123
N 2.35780 -0.57479 -0.44576
C 1.70236 -1.12033 0.62272
C 1.02729 -0.38032 1.53883
C -1.28175 0.92442 -0.07873
H 2.17123 0.40678 -0.61557
H -0.92195 2.30619 -1.41049
H -0.82343 -2.05890 -1.52578
H 2.43959 -1.14823 -1.26986
H 0.67793 -0.86643 2.43462
H -0.46831 0.20901 0.52897
H -0.50690 -1.97128 -0.80680
H -2.37251 -0.20654 -1.26587
H -2.51424 2.18430 0.73686
H 1.71927 -2.20358 0.66662
H 1.39466 0.61578 1.74330
*
```

Entry 8:
Computed, not measured: the molecule C5H6FN in a non-equilibrium geometry, with ωB97M-V/def2-TZVPD.

Energy: -348.63650 a.u.
Relative energy (zero: lowest compared OMol25 entry of this formula, charge and spin): 251.33 kJ/mol
Gap between HOMO and LUMO: 0.3654 Eh
Lowest unoccupied orbital energy: 1.0 eV
SMILES string: C#C/C(=C\F)CN

The geometry in ORCA input format:
```
! wB97M-V def2-TZVPD RIJCOSX def2/J DEFGRID3
* xyz 0 1
F 1.29219 2.34872 -0.01184
N -2.07987 -0.04774 -0.05714
C -0.85275 -0.74183 -0.03639
C 1.63644 -0.51040 -0.04426
C 2.70866 -1.07120 -0.01032
C 0.40844 0.15526 -0.01520
C 0.26869 1.49731 -0.02242
H -0.72884 -1.35402 -0.92801
H -2.17620 0.71805 -0.68627
H -0.98626 -1.45022 0.77966
H -2.47731 0.10035 0.88453
H -0.66252 2.00235 0.07929
H 3.64933 -1.64664 0.06837
*
```